No. 1
Computed, not measured: 3 unconnected molecules or ions with the total composition C4H14O2S2, with ωB97M-V/def2-TZVPD.

Output
E_LUMO: 0.0145 hartree
SMILES string: CCSSCC.O.O
total energy: -30139.4210 eV
Kohn-Sham gap: 9.36 eV
highest occupied orbital energy: -9.0 eV
relative energy (zero: lowest compared OMol25 entry of this formula, charge and spin): 123.1 kJ/mol
spin multiplicity: 1

XYZ file:
```
22
Properties=species:S:1:pos:R:3:forces:R:3:lowdin_charge:R:1
C 0.92463 2.22884 1.57476 1.027 -1.484 -2.597 -0.1508
C 0.75150 0.75592 2.05558 0.884 0.659 0.689 -0.6192
S -0.60173 -0.23385 1.39229 1.026 -0.553 -0.550 0.5253
S 0.20257 -1.06265 -0.32023 -0.900 1.156 -0.542 0.4706
C -0.61591 -0.00119 -1.68258 1.277 0.174 -0.041 -0.5221
C 0.38233 0.99237 -2.40145 -0.815 2.132 -0.975 -0.1808
H 1.60770 2.64175 2.29177 0.532 0.649 0.011 0.0501
H 0.04986 2.85099 1.49932 -0.562 -0.041 0.217 0.0434
H 1.41317 2.22582 0.45054 -1.032 0.006 2.923 0.1134
H 0.53456 0.64707 3.13812 -0.006 0.694 -0.361 0.0590
H 1.79447 0.33223 2.00037 -1.314 -0.303 -0.417 0.0889
H -0.79527 -0.77826 -2.43119 -0.697 0.214 0.149 0.0359
H -1.55976 0.43685 -1.23035 1.266 -0.488 -0.828 0.0709
H 0.85811 1.78775 -1.76915 -0.613 -0.896 -0.091 0.0444
H -0.10773 1.64642 -3.27651 0.447 -1.580 1.929 0.1055
H 1.22020 0.52738 -2.93765 -0.324 -0.487 0.463 0.0520
H 2.53108 -3.51371 -3.54137 1.040 -0.359 -0.166 0.0432
H 1.61270 -2.89297 -2.74066 -3.336 1.188 0.804 -0.0324
O 2.50018 -3.09214 -2.67696 2.294 -0.835 -0.631 -0.0280
H -2.37497 1.13647 1.24398 -1.731 0.421 0.714 -0.0692
H -3.04541 2.49325 1.54766 -0.649 -1.705 0.173 0.0539
O -3.25110 1.51054 1.59251 2.188 1.436 -0.874 -0.1540
```
Forces are in eV/Å.

No. 2
Computed, not measured: 3 unconnected molecules or ions with the total composition C4H14O3, with ωB97M-V/def2-TZVPD.

Output
E_LUMO: 0.0245 hartree
SMILES string: CC[C@H](C)O.O.O
total energy: -10517.0592 eV
Kohn-Sham gap: 11.66 eV
highest occupied orbital energy: -11.0 eV
relative energy (zero: lowest compared OMol25 entry of this formula, charge and spin): 84.0 kJ/mol
spin multiplicity: 1

XYZ file:
```
21
Properties=species:S:1:pos:R:3:forces:R:3:lowdin_charge:R:1
C 0.01861 -1.50567 -1.06981 1.450 0.712 1.243 -0.0852
C -0.02739 -0.11675 -1.73165 -1.287 -1.372 -0.027 -0.2123
C 0.58609 1.00011 -0.90541 0.236 1.493 0.704 -0.4164
C 1.31391 2.03739 -1.79971 -0.314 -1.029 0.904 -0.0363
O 1.35398 0.61310 0.27501 -0.881 -0.184 -1.144 -0.0601
H -0.41327 -1.51102 -0.06560 -0.405 0.043 -0.181 0.0580
H 1.08118 -1.62805 -0.81582 -0.140 -0.532 -0.249 0.0761
H -0.32621 -2.37957 -1.60772 -0.194 0.253 -0.431 0.0727
H 0.36726 -0.22591 -2.74132 0.409 0.311 0.024 0.1062
H -1.08223 0.15329 -1.86875 0.111 0.079 -0.182 0.1120
H -0.20661 1.58173 -0.43236 -0.364 -0.150 -0.246 0.1220
H 1.51037 2.96512 -1.26777 -0.235 0.113 -0.016 0.0804
H 2.27839 1.66194 -2.14731 -0.147 -0.158 -0.358 0.0848
H 0.58763 2.15620 -2.59814 0.426 0.510 -0.444 0.0822
H 2.23835 0.79215 0.01446 1.444 -0.008 0.174 0.0740
H -0.00337 0.73575 1.56305 0.210 -0.157 0.242 0.0147
H -1.35483 0.32484 1.07745 -0.382 -0.013 -0.387 0.0171
O -0.90060 0.56021 1.88252 -0.070 0.065 0.268 -0.0460
H -2.47287 -2.15703 3.33435 0.207 -0.605 -0.165 0.0425
H -1.78360 -1.42994 2.28012 0.610 0.138 -0.294 -0.0153
O -1.90433 -2.34177 2.56707 -0.685 0.492 0.566 -0.0711
```
Forces are in eV/Å.

No. 3
Computed, not measured: 5 unconnected molecules or ions with the total composition C4H14O4, with ωB97M-V/def2-TZVPD.

Output
charge: +1
⟨S²⟩: 0.788
E_LUMO (spin up / spin down): -0.2074 / -0.3168 hartree
total energy: -12553.9515 eV
Kohn-Sham gap (spin up / spin down): 7.50 / 4.53 eV
highest occupied orbital energy (spin up / spin down): -13.1 / -13.1 eV
relative energy (zero: lowest compared OMol25 entry of this formula, charge and spin): 172.2 kJ/mol
spin multiplicity: 2

XYZ file:
```
22
Properties=species:S:1:pos:R:3:forces:R:3:lowdin_charge:R:1
C 0.20203 -1.53008 0.95666 0.447 0.348 1.646 0.2227
C -0.28625 -2.08317 -0.18271 0.112 -0.827 -3.192 -0.0482
C 0.42117 -3.12389 -0.84331 1.002 1.314 2.491 -0.0874
C 0.07003 -3.75342 -1.98242 0.533 -1.347 -1.450 0.2058
H 1.16833 -1.84957 1.34753 -0.108 -0.286 -0.268 0.1082
H -0.26039 -0.81783 1.63698 -0.436 0.187 -0.635 0.1055
H -1.04641 -1.76479 -0.89612 -0.840 0.673 1.307 0.1380
H 1.36354 -3.38948 -0.36198 -0.199 -0.461 -0.140 0.1317
H 0.73623 -4.57073 -2.26167 -0.235 0.110 -0.169 0.1074
H -0.71757 -3.56540 -2.70083 -0.359 0.365 0.460 0.1112
H 1.79358 3.81166 -0.23920 0.611 -1.500 -0.239 0.0597
H 2.54517 2.31019 -0.16565 -0.457 -0.568 -1.326 -0.0015
O 2.38229 3.15984 0.19401 -0.142 2.050 1.545 -0.0572
H 4.19280 1.79835 3.31857 0.701 0.239 -0.724 0.0321
H 5.48135 2.19942 2.38471 -0.936 -0.261 0.553 0.0422
O 5.05905 2.23474 3.26283 0.241 0.057 0.180 -0.0753
H -3.09928 1.67974 1.98472 -0.068 -0.207 0.020 0.0312
H -2.15239 2.73671 2.46996 0.225 -0.522 0.054 0.0494
O -2.20644 1.77398 2.33192 -0.113 0.636 -0.114 -0.0757
H -5.17998 2.07705 -2.83752 -0.084 0.288 0.511 0.0213
H -5.12161 1.43987 -4.17429 -0.329 -0.523 0.675 0.0511
O -5.34524 1.22681 -3.24219 0.433 0.235 -1.185 -0.0725
```
Forces are in eV/Å.

No. 4
Computed, not measured: 2 unconnected molecules or ions with the total composition C4H14OSi2, with ωB97M-V/def2-TZVPD.

Output
⟨S²⟩: 2.005
E_LUMO (spin up / spin down): 0.0356 / -0.0657 hartree
total energy: -22172.7424 eV
Kohn-Sham gap (spin up / spin down): 6.87 / 7.88 eV
highest occupied orbital energy (spin up / spin down): -5.9 / -9.7 eV
relative energy (zero: lowest compared OMol25 entry of this formula, charge and spin): 191.0 kJ/mol
spin multiplicity: 3

XYZ file:
```
21
Properties=species:S:1:pos:R:3:forces:R:3:lowdin_charge:R:1
C 2.10833 2.29718 0.64650 1.142 2.198 -0.008 -0.2073
C 0.81102 -0.51058 -1.51041 -1.411 1.565 1.363 -0.1989
C -2.45086 -0.29801 -0.57769 -1.810 -0.758 0.321 -0.2601
C -0.71193 -2.43154 0.43939 0.315 2.892 -0.288 -0.1984
O 1.76505 1.32375 1.58515 1.676 1.059 -0.506 -0.4365
Si 0.40441 0.47649 1.54515 -1.335 -0.509 2.348 0.5399
Si -0.64357 -0.59527 -0.12990 0.776 -1.014 -0.857 0.3660
H 2.56078 3.27483 1.16958 -1.114 -2.140 -0.949 0.1255
H 1.20434 2.59531 0.07117 0.686 0.101 0.101 0.0212
H 2.90116 1.92947 -0.04133 -0.524 0.182 0.300 0.0823
H 1.75373 -0.33694 -0.96519 -0.302 -0.652 -0.280 0.0151
H 0.63196 -1.47683 -1.90034 0.721 -1.122 -0.768 -0.0156
H 0.76784 0.25194 -2.29906 -0.316 -0.223 0.217 0.0224
H -2.51098 -0.03983 -1.62195 -0.132 0.727 -0.412 0.0023
H -3.18255 -1.20771 -0.54604 1.766 1.125 0.299 0.0654
H -2.96357 0.44999 0.06993 0.513 -0.192 -0.694 0.0295
H -0.48317 -3.02264 -0.37616 0.105 -1.528 -1.706 0.0019
H 0.04248 -2.51203 1.14728 1.245 -0.647 1.515 -0.0158
H -1.67142 -2.54074 0.84005 -1.349 -0.676 0.613 0.0050
H -0.58887 1.96296 -0.57241 -0.128 0.168 -0.329 0.1268
H 0.25581 0.41019 3.02626 -0.523 -0.556 -0.280 -0.0707
```
Forces are in eV/Å.

No. 5
Computed, not measured: a molecular structure, C4H15CdNO5, with ωB97M-V/def2-TZVPD.

Output
charge: -2
E_LUMO: 0.2014 hartree
total energy: -20680.8125 eV
Kohn-Sham gap: 6.04 eV
highest occupied orbital energy: -0.6 eV
relative energy (zero: lowest compared OMol25 entry of this formula, charge and spin): 0.0 kJ/mol
spin multiplicity: 1

XYZ file:
```
26
Properties=species:S:1:pos:R:3:forces:R:3:lowdin_charge:R:1
Cd 2.38238 -0.83298 1.39046 -0.325 -0.551 0.371 1.2296
O 1.54097 -2.03491 -0.16782 -0.174 -0.357 -0.806 -0.5701
H 1.75743 -1.83831 -1.08552 0.177 0.087 0.127 -0.1468
O 1.55577 1.10571 1.21249 -0.734 1.308 -0.431 -0.5744
H 1.17247 1.55009 1.97521 0.303 -0.192 0.106 -0.1099
O 1.45939 -1.76146 3.10277 -0.241 -0.251 0.698 -0.6243
H 2.13153 -2.15296 3.67070 0.071 0.111 -0.133 -0.1624
O 4.42145 -0.86163 1.85388 1.402 -0.374 0.127 -0.6324
H 5.27760 -0.51656 2.11335 -0.329 0.222 -0.096 -0.1703
C -2.37646 1.72462 0.01905 -0.170 0.188 -0.312 -0.0832
C -1.88772 0.27469 0.11605 0.019 -0.149 0.216 -0.4498
C -0.87524 -0.01211 -0.96192 0.618 -0.290 0.163 -0.2370
O -1.44683 0.16282 -2.26004 -0.122 0.010 -0.104 -0.1989
C -0.55755 -0.20384 -3.28008 0.117 0.247 -0.157 -0.1368
N -1.18798 -0.05360 1.36469 -0.088 0.848 -0.153 0.0415
H -2.85107 1.93509 -0.94960 0.179 -0.133 0.015 0.0569
H -1.50466 2.38043 0.11743 -0.057 -0.012 0.027 0.0772
H -3.11725 2.02436 0.77072 0.152 -0.303 0.203 0.0546
H -2.70498 -0.45089 -0.02060 -0.210 0.324 0.007 0.1237
H -0.48337 -1.03015 -0.82285 -0.142 0.038 -0.055 0.1034
H 0.00935 0.62898 -0.80247 -0.237 0.141 -0.192 0.1171
H -0.29996 0.67328 -3.89554 -0.054 -0.078 0.039 0.0738
H -1.02413 -0.95215 -3.93200 0.067 -0.033 0.029 0.0726
H 0.37903 -0.60071 -2.87926 -0.078 -0.120 -0.007 0.0794
H -0.21670 0.30039 1.24449 -0.052 -0.441 0.277 0.0112
H -1.55344 0.54179 2.10643 -0.094 -0.239 0.043 0.0554
```
Forces are in eV/Å.

No. 6
Computed, not measured: a molecular structure, C4H15CoN2O, with ωB97M-V/def2-TZVPD.

Output
charge: -1
⟨S²⟩: 3.788
E_LUMO (spin up / spin down): 0.1380 / 0.1329 hartree
total energy: -47041.8046 eV
Kohn-Sham gap (spin up / spin down): 3.56 / 5.31 eV
highest occupied orbital energy (spin up / spin down): 0.2 / -1.7 eV
relative energy (zero: lowest compared OMol25 entry of this formula, charge and spin): 41.0 kJ/mol
spin multiplicity: 4

XYZ file:
```
23
Properties=species:S:1:pos:R:3:forces:R:3:lowdin_charge:R:1
C -1.36521 2.03954 -0.06397 0.046 -0.618 -0.659 -0.1685
Co -0.00781 -0.84108 0.18050 -1.300 0.850 0.346 0.1306
N 1.26456 -1.82061 -0.89772 1.771 -0.435 -1.310 -0.0795
H -0.32999 -0.12275 -1.16170 -0.320 0.080 -0.980 -0.0765
H 2.21604 -1.46040 -0.84275 0.048 0.103 0.111 0.0367
H -1.22770 1.44363 -0.98794 -0.180 0.391 0.652 -0.0926
H -1.82270 2.99459 -0.37166 0.169 -0.016 0.656 -0.0088
H -0.33189 2.09562 0.34967 -0.902 0.296 -0.083 0.0033
H -2.00895 1.40353 0.59079 0.472 0.756 -0.370 0.0078
H 1.30972 -2.74476 -0.55290 0.257 -1.512 0.579 0.0026
H 1.07221 -1.90848 -1.89020 -0.336 0.286 -0.012 0.0169
C -0.09615 -1.42853 4.50992 0.732 0.050 0.007 -0.0802
N 1.20846 -1.16113 3.93770 0.495 -0.045 1.850 -0.2678
C 2.43698 -1.24367 4.65491 -0.661 0.041 0.333 -0.1393
C 1.24595 -0.85059 2.63806 0.204 0.058 -2.292 -0.4101
O 0.08125 -0.87049 2.05680 -0.344 0.232 -0.135 -0.3350
H 0.10558 -1.69142 5.55436 -0.428 -0.008 -0.063 0.0674
H -0.58770 -2.25832 3.96609 0.018 0.326 0.345 0.0805
H -0.72500 -0.52050 4.43462 0.041 -0.541 0.138 0.0857
H 3.11613 -1.99193 4.23926 0.193 -0.361 -0.257 0.0378
H 2.97504 -0.29356 4.66009 0.091 0.219 0.039 0.0664
H 2.19008 -1.51738 5.67247 0.242 -0.045 0.375 0.0618
H 2.17239 -0.59169 2.09613 -0.309 -0.106 0.729 0.0608
```
Forces are in eV/Å.

Look up the relative energy (zero: lowest compared OMol25 entry of this formula, charge and spin) of the first one. 123.1 kJ/mol

Please write out number 5 again, unchanged.
Computed, not measured: a molecular structure, C4H15CdNO5, with ωB97M-V/def2-TZVPD.

Output
charge: -2
E_LUMO: 0.2014 hartree
total energy: -20680.8125 eV
Kohn-Sham gap: 6.04 eV
highest occupied orbital energy: -0.6 eV
relative energy (zero: lowest compared OMol25 entry of this formula, charge and spin): 0.0 kJ/mol
spin multiplicity: 1

XYZ file:
```
26
Properties=species:S:1:pos:R:3:forces:R:3:lowdin_charge:R:1
Cd 2.38238 -0.83298 1.39046 -0.325 -0.551 0.371 1.2296
O 1.54097 -2.03491 -0.16782 -0.174 -0.357 -0.806 -0.5701
H 1.75743 -1.83831 -1.08552 0.177 0.087 0.127 -0.1468
O 1.55577 1.10571 1.21249 -0.734 1.308 -0.431 -0.5744
H 1.17247 1.55009 1.97521 0.303 -0.192 0.106 -0.1099
O 1.45939 -1.76146 3.10277 -0.241 -0.251 0.698 -0.6243
H 2.13153 -2.15296 3.67070 0.071 0.111 -0.133 -0.1624
O 4.42145 -0.86163 1.85388 1.402 -0.374 0.127 -0.6324
H 5.27760 -0.51656 2.11335 -0.329 0.222 -0.096 -0.1703
C -2.37646 1.72462 0.01905 -0.170 0.188 -0.312 -0.0832
C -1.88772 0.27469 0.11605 0.019 -0.149 0.216 -0.4498
C -0.87524 -0.01211 -0.96192 0.618 -0.290 0.163 -0.2370
O -1.44683 0.16282 -2.26004 -0.122 0.010 -0.104 -0.1989
C -0.55755 -0.20384 -3.28008 0.117 0.247 -0.157 -0.1368
N -1.18798 -0.05360 1.36469 -0.088 0.848 -0.153 0.0415
H -2.85107 1.93509 -0.94960 0.179 -0.133 0.015 0.0569
H -1.50466 2.38043 0.11743 -0.057 -0.012 0.027 0.0772
H -3.11725 2.02436 0.77072 0.152 -0.303 0.203 0.0546
H -2.70498 -0.45089 -0.02060 -0.210 0.324 0.007 0.1237
H -0.48337 -1.03015 -0.82285 -0.142 0.038 -0.055 0.1034
H 0.00935 0.62898 -0.80247 -0.237 0.141 -0.192 0.1171
H -0.29996 0.67328 -3.89554 -0.054 -0.078 0.039 0.0738
H -1.02413 -0.95215 -3.93200 0.067 -0.033 0.029 0.0726
H 0.37903 -0.60071 -2.87926 -0.078 -0.120 -0.007 0.0794
H -0.21670 0.30039 1.24449 -0.052 -0.441 0.277 0.0112
H -1.55344 0.54179 2.10643 -0.094 -0.239 0.043 0.0554
```
Forces are in eV/Å.

Among the records above, which one has the lowest total energy? C4H15CoN2O

Which formula does entry 6 have? C4H15CoN2O